The following is a quantum chemistry calculation of one molecule with the formula C16H25NO3, from the Open Molecules 2025 dataset.

```
45
Properties=species:S:1:pos:R:3
C 4.814 5.232 1.515
C 4.322 3.825 1.508
C 3.371 3.372 0.692
C 2.834 2.023 0.619
C 1.834 1.743 -0.303
C 1.286 0.475 -0.409
C 1.725 -0.556 0.404
C 2.746 -0.288 1.346
C 3.280 0.980 1.440
H 4.056 1.181 2.160
O 3.126 -1.355 2.107
C 4.141 -1.169 3.058
H 4.279 -2.139 3.534
H 3.856 -0.432 3.817
H 5.083 -0.860 2.590
O 1.282 -1.844 0.379
C 0.184 -2.183 -0.436
C -1.151 -1.708 0.143
C -2.307 -2.003 -0.808
N -3.566 -1.645 -0.176
H -3.550 -0.661 0.076
C -4.754 -1.929 -0.950
C -4.967 -1.075 -2.221
C -6.412 -1.190 -2.709
H -7.097 -0.780 -1.973
H -6.669 -2.234 -2.883
H -6.530 -0.642 -3.641
O -4.059 -1.411 -3.251
H -4.239 -2.316 -3.532
H -4.740 -0.027 -1.990
H -4.724 -2.987 -1.230
H -5.612 -1.776 -0.289
H -2.141 -1.476 -1.761
H -2.343 -3.076 -1.020
H -1.101 -0.634 0.337
H -1.329 -2.208 1.096
H 0.201 -3.275 -0.480
H 0.318 -1.798 -1.456
H 0.513 0.306 -1.143
H 1.470 2.526 -0.952
H 2.927 4.068 -0.011
H 4.797 3.173 2.228
H 4.660 5.682 2.496
H 4.298 5.832 0.769
H 5.884 5.259 1.308
```

Properties
E_LUMO: 0.885 eV
Spin multiplicity: 1
DFT total energy: -24628.8309 eV
SMILES string: C/C=C/c1ccc(OCCCNC[C@H](C)O)c(OC)c1
Charge: 0



The following is a quantum chemistry calculation of a 2-piece molecular cluster, C2H2N3O2S overall, from the Open Molecules 2025 dataset.

```
10
Properties=species:S:1:pos:R:3
C 0.440 -0.001 2.471
C -0.833 0.050 -0.381
N -0.320 0.807 2.130
N 0.263 -0.360 -0.167
N 1.192 -0.942 0.431
O -0.528 1.567 -2.488
O -1.796 -0.592 -2.759
S -1.674 0.730 -2.069
H 1.160 -0.784 2.442
H 2.097 -0.476 0.392
```

Properties
E_LUMO: 3.910 eV
Spin multiplicity: 1
DFT total energy: -21503.9398 eV
Charge: -1



The following is a quantum chemistry calculation of C32H25N4O2RbS as an isolated structure, from the Open Molecules 2025 dataset.

```
65
Properties=species:S:1:pos:R:3
Rb -2.960 0.982 1.297
S -1.737 -2.348 5.846
C -0.830 -0.905 6.109
C -0.912 -0.068 5.051
C -1.978 -0.350 4.031
C -2.459 -1.579 4.340
C -3.512 -2.255 3.599
C -4.332 -3.147 4.318
C -5.394 -3.756 3.647
C -5.725 -3.404 2.326
C -4.820 -2.550 1.712
N -3.794 -1.981 2.295
H -0.180 -0.693 6.989
H -0.262 0.766 4.940
H -4.258 -3.398 5.334
H -6.025 -4.402 4.249
H -6.598 -3.916 1.975
H -4.952 -2.285 0.716
C 10.335 -0.366 -2.881
O 9.800 0.134 -4.050
C 8.376 0.199 -4.029
C 7.564 -0.401 -3.144
C 6.154 -0.343 -3.206
C 5.529 0.475 -4.166
C 6.403 1.066 -5.107
C 7.773 0.957 -5.073
N 4.184 0.807 -4.195
N 3.648 0.476 -3.039
C 2.297 0.577 -2.806
C 1.354 0.684 -3.838
C 0.029 0.691 -3.517
C -0.587 0.602 -2.202
O -1.800 0.581 -1.995
C 0.455 0.680 -1.144
N -0.014 0.717 0.104
C 0.811 0.598 1.092
C 2.215 0.430 0.913
C 2.702 0.439 -0.370
C 1.810 0.552 -1.457
H 11.405 -0.113 -2.808
H 10.236 -1.437 -2.860
H 9.848 -0.051 -1.961
H 7.966 -0.850 -2.249
H 5.620 -0.810 -2.390
H 5.915 1.599 -5.912
H 8.356 1.437 -5.840
H 1.682 0.756 -4.864
H -0.688 0.675 -4.308
H 0.379 0.658 2.124
H 2.899 0.358 1.799
H 3.734 0.409 -0.541
C -4.978 3.481 0.177
C -5.701 2.394 0.653
C -6.514 1.489 -0.119
C -7.182 0.461 0.495
C -7.077 0.127 1.848
C -6.430 1.106 2.602
C -5.766 2.190 2.088
H -4.208 3.868 0.888
H -4.778 3.591 -0.864
H -6.495 1.561 -1.188
H -7.622 -0.252 -0.150
H -7.423 -0.760 2.374
H -6.262 0.931 3.660
H -5.221 2.914 2.682
```

Properties
E_LUMO: 3.612 eV
Spin multiplicity: 1
DFT total energy: -55132.2405 eV
Charge: -2